1.
Computed, not measured: C8H8N2O4 as an isolated structure, with ωB97M-V with the def2-TZVPD basis set.

```
! wB97M-V def2-TZVPD RIJCOSX def2/J DEFGRID3
* xyz 0 1
C -1.4108 1.3934 -2.7795
C -2.0668 1.1435 -1.6128
C -0.1984 0.8285 -2.9933
C -1.4063 0.5092 -0.5103
C 0.4658 0.1786 -1.9447
C -0.1146 0.0427 -0.6864
C 0.5785 -0.7243 0.3375
C -0.1672 -0.7008 2.2291
N 1.6309 -1.3826 0.1650
N 0.6242 0.4045 2.7080
O 0.2594 1.5607 2.4438
O 1.6267 0.1708 3.3864
O -0.0190 -1.9824 2.8037
O 2.5143 -1.9247 1.0686
H -1.8743 1.9500 -3.6378
H -3.0152 1.5530 -1.6550
H 0.0954 1.0284 -3.9942
H -1.7447 0.3431 0.4562
H 1.3885 -0.2475 -1.9088
H -1.0872 -0.1984 1.9261
H 0.5415 -1.8447 3.5696
H 3.3791 -2.1012 0.6289
*
```

Its frontier orbital gap is 8.74 eV. The calculation puts the energy above the lowest of the compared OMol25 structures with the same formula, charge and spin at 7.237 eV.

2.
Computed, not measured: a 3-piece molecular cluster, C4H13NO2 overall, with ωB97M-V with the def2-TZVPD basis set.

```
! wB97M-V def2-TZVPD RIJCOSX def2/J DEFGRID3
* xyz 0 1
C -1.4652 1.2529 1.5301
C -0.2817 2.2579 1.4701
C 0.8223 1.3950 1.0043
N 0.6464 0.0359 1.2936
C -0.8600 -0.1776 1.8224
H -2.2287 1.2761 0.8245
H -1.9869 1.5656 2.5688
H -0.5008 3.2024 0.9073
H -0.0412 2.6845 2.5181
H 1.0943 1.4506 -0.1461
H 1.7001 1.8952 1.4595
H 1.1974 -0.4652 2.0009
H -1.2705 -1.0376 1.3264
H -0.8372 -0.2495 2.9655
O 1.6202 -0.8902 -0.8959
H 1.0440 -0.8498 -0.0129
H 1.0372 -1.1195 -1.6762
O -0.5858 -3.0141 -4.8507
H -0.7014 -2.0802 -5.2041
H -0.5978 -3.6580 -5.5758
*
```

Its frontier orbital gap is 9.87 eV. Its SMILES is C1CCNC1.O.O. The calculation puts the energy above the lowest of the compared OMol25 structures with the same formula, charge and spin at 2.187 eV.

3.
Computed, not measured: the molecule C7H8O3, with ωB97M-V with the def2-TZVPD basis set.

```
! wB97M-V def2-TZVPD RIJCOSX def2/J DEFGRID3
* xyz 0 1
C -0.1341 -1.5116 0.4401
C -1.0874 -0.5636 0.6366
C 1.7514 0.2634 0.6708
C 1.1496 -1.0083 0.0226
C -2.3661 -0.0646 0.0224
C -1.1418 0.7722 0.2718
C 1.0896 0.3850 -0.6269
O -2.7539 -0.4830 -1.2393
O -1.0288 2.0257 0.7151
O 1.7479 0.7552 -1.7459
H -0.3572 -2.5645 0.4226
H 1.2564 0.5485 1.5885
H 2.8350 0.3729 0.7283
H 1.8492 -1.7344 -0.3757
H -3.2560 0.1093 0.6170
H -1.9651 -0.6235 -1.7774
H -0.1924 2.1514 1.1855
H 2.6037 1.1701 -1.5559
*
```

Its frontier orbital gap (alpha / beta) is 7.65 / 7.65 eV. The calculation puts the energy above the lowest of the compared OMol25 structures with the same formula, charge and spin at 7.012 eV.

4.
Computed, not measured: a 2-piece molecular cluster, C3H3NO2 overall, with ωB97M-V with the def2-TZVPD basis set.

```
! wB97M-V def2-TZVPD RIJCOSX def2/J DEFGRID3
* xyz 0 1
C 1.9041 0.4190 0.0068
C 0.9174 -0.6070 -0.0242
C -0.9107 0.4379 -0.0436
N 2.5979 1.3259 0.1402
O 0.8086 -1.7895 0.2093
O -1.8142 -0.4338 -0.6124
H -1.1796 0.5440 0.9843
H -0.7174 1.3133 -0.5030
H -1.6062 -1.2098 -0.1575
*
```

Its frontier orbital gap is 8.50 eV. The calculation puts the energy above the lowest of the compared OMol25 structures with the same formula, charge and spin at 4.050 eV.

5.
Computed, not measured: the molecule C3H2N2O, with ωB97M-V with the def2-TZVPD basis set.

```
! wB97M-V def2-TZVPD RIJCOSX def2/J DEFGRID3
* xyz 0 1
N 1.9665 -1.1866 -0.2629
C 1.1406 -0.3866 -0.0411
C -0.0110 0.3143 0.5158
O -0.3319 1.4931 -0.3790
C -1.0193 -0.7069 0.1755
N -1.9632 -1.3701 -0.2670
H 0.2484 0.8400 1.6035
H -0.0301 1.0028 -1.3449
*
```

Its frontier orbital gap is 11.59 eV. Its SMILES is N#CC(O)C#N. The calculation puts the energy above the lowest of the compared OMol25 structures with the same formula, charge and spin at 2.293 eV.

6.
Computed, not measured: C18H12BF5IrN8 as an isolated structure, with ωB97M-V with the def2-TZVPD basis set.

```
! wB97M-V def2-TZVPD RIJCOSX def2/J DEFGRID3
* xyz 2 6
Ir -1.0642 -0.8171 -0.9995
C 2.8183 -2.2304 -2.3592
C 1.4531 -2.1256 -2.6215
N 0.9058 -1.3518 -1.6627
N 1.9156 -0.8514 -0.9255
C 3.0270 -1.4139 -1.3069
B 1.6488 0.2595 0.2446
N 0.8289 1.4173 -0.4799
C 1.0382 2.7228 -0.5447
C -0.0600 3.3687 -1.0689
C -1.0081 2.3328 -1.3002
N -0.3890 1.1566 -1.0237
N 0.7133 -0.2838 1.4137
C 0.9090 -0.4628 2.7374
C -0.1975 -1.1250 3.2263
C -1.0516 -1.2621 2.1276
N -0.4546 -0.7647 1.0565
N 3.0564 0.5963 0.6633
C 4.0931 1.1233 -0.0180
C 4.8641 1.7915 0.7993
C 4.3005 1.6370 2.0453
N 3.1463 0.9711 2.0285
H 3.6424 -2.7194 -2.8377
H 0.8132 -2.5810 -3.3636
H 3.9910 -1.2689 -0.7642
H 2.0199 3.0495 -0.2362
H -0.2093 4.4186 -1.2807
H -1.9179 2.3178 -1.8680
H 1.7383 0.0505 3.1410
H -0.4163 -1.3395 4.2142
H -2.0518 -1.6619 1.9833
H 4.1555 1.0259 -1.0879
H 5.8130 2.2806 0.6613
H 4.6323 1.9109 3.0937
F -3.5023 -2.2585 -2.3997
C -3.9927 -1.5213 -1.4447
C -3.0715 -0.6100 -0.7604
C -3.6941 0.0745 0.2569
F -3.1641 0.8808 1.0836
C -5.1112 -0.2201 0.6417
F -5.5719 0.1388 1.7939
C -5.9276 -1.0987 -0.0740
F -7.0749 -1.4160 0.3101
C -5.4315 -1.6752 -1.2140
F -6.1618 -2.4656 -1.8800
*
```

Its frontier orbital gap (alpha / beta) is 7.82 / 4.50 eV.

7.
Computed, not measured: C2O4P as an isolated structure, with ωB97M-V with the def2-TZVPD basis set.

```
! wB97M-V def2-TZVPD RIJCOSX def2/J DEFGRID3
* xyz -1 3
C -0.6564 -0.1752 -0.4750
C 0.1307 -0.3143 0.8518
O -1.8244 -0.3624 -0.7147
O 0.2843 -0.0066 -1.3260
O -0.1519 -1.0621 1.8188
O 1.5177 1.9187 -0.1186
P 1.6505 0.4110 -0.2181
*
```

Its frontier orbital gap (alpha / beta) is 6.75 / 7.71 eV.

8.
Computed, not measured: a 14-piece molecular cluster, C53H117N6O26 overall, with ωB97M-V with the def2-TZVPD basis set.

```
! wB97M-V def2-TZVPD RIJCOSX def2/J DEFGRID3
* xyz -1 1
C 2.0321 -2.1768 -3.1867
C 1.6016 -0.6814 -3.0268
N 2.0980 -0.0577 -1.7965
C 3.4187 0.3516 -1.6777
C 3.6439 0.7163 -0.3374
N 2.3900 0.5680 0.3484
C 1.4850 0.0564 -0.5448
C 2.1865 0.9746 1.6886
H 1.6032 -2.6732 -4.0572
H 1.7708 -2.7254 -2.2818
H 3.1202 -2.2107 -3.2411
H 0.5160 -0.5854 -3.0493
H 1.8644 -0.0735 -3.8926
H 4.0947 0.2574 -2.5147
H 4.4726 1.1799 0.1771
H 0.4548 -0.2023 -0.3495
H 1.2863 0.5272 2.1099
H 2.0661 2.0579 1.6813
H 3.0681 0.7130 2.2737
C 5.4493 2.8283 -8.9751
C 5.3404 1.9807 -7.9230
C 6.2826 0.7850 -7.7321
O 6.1042 -0.0855 -6.7618
C 7.2366 0.4802 -8.6683
C 7.4375 1.3285 -9.8276
C 6.4582 2.5831 -9.9667
O 6.6268 3.2926 -10.8952
O 8.2711 1.1364 -10.7740
O 4.3007 2.1747 -7.2031
H 4.6554 3.5377 -9.1562
H 7.7232 -0.4818 -8.6043
C -4.2579 3.0673 6.9543
C -4.0940 2.2669 5.6562
O -4.6508 2.9705 4.5895
C -4.2381 2.6873 3.2712
O -3.4265 1.8505 2.9063
O -4.8869 3.4272 2.3288
C -5.9689 4.3096 2.6272
H -3.8601 4.0785 6.8686
H -3.7838 2.5348 7.7789
H -5.2988 3.2449 7.2243
H -4.5894 1.2963 5.6324
H -3.0267 2.1515 5.4674
H -6.0816 4.6198 3.6660
H -6.9120 3.7875 2.4660
H -5.9875 5.1754 1.9652
C -5.2787 -5.5417 0.4601
C -4.0707 -4.9459 -0.2168
O -3.0034 -5.4002 0.6061
C -1.8526 -4.6148 0.4912
O -1.6594 -3.7283 -0.3284
O -0.9640 -5.0594 1.4208
C 0.3552 -4.5830 1.3215
H -6.1872 -5.4480 -0.1349
H -5.4586 -4.8320 1.2675
H -5.1263 -6.5177 0.9210
H -4.1111 -3.8632 -0.3355
H -3.8893 -5.4377 -1.1725
H 0.7978 -4.7213 0.3351
H 0.9600 -5.1437 2.0343
H 0.4212 -3.5161 1.5345
C -3.1577 -3.6820 -6.2535
C -2.7618 -3.6974 -7.6692
O -2.3878 -5.0198 -7.9258
C -3.2451 -5.8466 -8.6345
O -4.2415 -5.5028 -9.2978
O -2.7414 -7.1307 -8.5349
C -3.4364 -8.2561 -9.0853
H -3.4991 -2.6987 -5.9300
H -2.3455 -3.8858 -5.5557
H -3.9683 -4.3945 -6.1008
H -1.9579 -2.9750 -7.8110
H -3.5957 -3.3254 -8.2644
H -4.5075 -8.2338 -8.8841
H -2.9390 -9.1209 -8.6462
H -3.3433 -8.4325 -10.1569
C -10.5213 -5.2910 7.2681
O -9.3030 -5.6804 6.6207
C -8.4658 -4.5418 6.3417
C -7.0727 -4.9405 5.9330
N -6.0961 -3.8636 5.9275
C -4.7999 -4.3807 5.7342
C -3.6734 -3.3104 5.6638
O -3.0793 -3.1019 6.9001
C -1.7922 -2.4717 6.7912
H -11.1608 -4.6767 6.6341
H -10.2979 -4.6577 8.1267
H -11.0726 -6.1408 7.6706
H -8.4594 -3.9056 7.2267
H -8.9756 -4.0129 5.5364
H -7.1673 -5.3276 4.9185
H -6.8135 -5.7676 6.5939
H -6.1663 -3.2448 6.7226
H -4.7161 -4.8960 4.7774
H -4.5013 -5.0858 6.5099
H -3.9969 -2.3080 5.3831
H -2.9045 -3.6855 4.9884
H -1.3224 -2.3859 7.7710
H -1.9853 -1.4695 6.4086
H -1.0503 -3.0167 6.2076
C 5.5644 6.7277 5.0021
O 6.4142 5.6243 5.3484
C 6.3323 5.3265 6.7223
C 6.9527 3.9648 7.1252
N 6.1170 2.8795 6.6329
C 6.5808 1.5816 7.1161
C 5.8666 0.4075 6.4260
O 6.1327 0.2490 4.9729
C 5.6154 -0.8469 4.2863
H 5.8852 7.1198 4.0370
H 5.6464 7.5319 5.7333
H 4.5246 6.4322 4.8623
H 5.3394 5.4316 7.1596
H 6.9932 6.0699 7.1680
H 6.8572 3.9352 8.2106
H 8.0088 3.9231 6.8585
H 6.1091 2.7326 5.6337
H 6.4889 1.4947 8.1987
H 7.6304 1.6006 6.8228
H 4.7860 0.5005 6.5343
H 6.0765 -0.5328 6.9357
H 4.5391 -0.9260 4.4396
H 6.0625 -1.7808 4.6270
H 5.7184 -0.7982 3.2023
C -5.4080 -0.5727 -2.0028
O -6.1614 -1.3649 -2.9397
C -7.5183 -1.4036 -2.6926
C -8.1492 -2.5047 -3.5558
N -8.3558 -2.0137 -4.9365
C -8.7907 -3.0536 -5.9380
C -10.0906 -3.7406 -5.5414
O -9.8023 -4.8418 -4.6473
C -10.8422 -5.7758 -4.5738
H -5.6089 -0.9414 -0.9969
H -5.7577 0.4466 -2.1662
H -4.3342 -0.6707 -2.1624
H -8.0356 -0.4558 -2.8412
H -7.6584 -1.7159 -1.6577
H -9.1120 -2.7537 -3.1095
H -7.6372 -3.4643 -3.4836
H -7.5461 -1.4812 -5.2209
H -8.0192 -3.8038 -6.1111
H -8.8934 -2.6078 -6.9274
H -10.4336 -4.2471 -6.4436
H -10.8520 -3.0512 -5.1767
H -10.5974 -6.6871 -4.0281
H -11.0460 -6.1732 -5.5681
H -11.7705 -5.3042 -4.2514
C 4.5136 11.4593 1.4516
O 3.8130 10.4929 0.6694
C 4.2462 10.4863 -0.6922
C 3.2847 9.6454 -1.4240
N 3.2495 8.1988 -0.9931
C 2.3137 7.4092 -1.8300
C 2.1788 5.9247 -1.2050
O 1.7470 5.9683 0.1906
C 0.4398 6.4959 0.4159
H 5.5033 11.0750 1.6985
H 3.9759 11.7271 2.3611
H 4.6258 12.3801 0.8792
H 5.2091 9.9757 -0.6973
H 4.2853 11.5145 -1.0518
H 3.5948 9.6489 -2.4689
H 2.2876 10.0859 -1.4322
H 2.9946 8.1277 -0.0184
H 2.6450 7.2868 -2.8611
H 1.3880 7.9729 -1.9452
H 3.1052 5.3856 -1.4029
H 1.3570 5.4132 -1.7062
H -0.2921 5.7830 0.0362
H 0.2396 7.4934 0.0246
H 0.2311 6.5770 1.4827
C 9.2051 1.0400 -1.8157
O 10.2701 0.3074 -1.2114
H 8.4076 0.4232 -2.2301
H 8.7182 1.5992 -1.0168
H 9.5095 1.6644 -2.6556
H 10.8096 -0.1666 -1.8485
C 2.3955 -6.7905 -8.1515
O 3.2993 -7.2100 -9.1778
H 2.8969 -6.1567 -7.4201
H 1.6644 -6.2539 -8.7563
H 2.0026 -7.6550 -7.6164
H 3.4528 -6.4517 -9.7462
C 1.1849 4.0047 7.1194
O 2.0783 2.8922 7.1719
H 1.4662 4.9179 7.6438
H 1.0432 4.2717 6.0721
H 0.2054 3.6316 7.4186
H 2.9970 3.1666 7.1238
C 7.0195 -4.1696 -3.0326
O 7.9664 -3.7929 -4.0218
H 7.5205 -4.6779 -2.2087
H 6.6078 -3.3202 -2.4877
H 6.2441 -4.8399 -3.4036
H 7.6177 -3.1115 -4.6013
C 8.4526 3.1472 3.0708
O 7.1033 3.6819 3.0819
H 8.5421 2.1268 2.6980
H 9.1065 3.8055 2.4988
H 8.8670 3.0616 4.0753
H 7.1812 4.5346 3.5160
*
```

Its frontier orbital gap is 1.61 eV. The calculation puts the energy above the lowest of the compared OMol25 structures with the same formula, charge and spin at 8.520 eV.

| no. | electronic energy (a.u.) |
| --- | --- |
| 1 | -719.84843 |
| 2 | -365.36212 |
| 3 | -497.00684 |
| 4 | -321.22882 |
| 5 | -300.14716 |
| 6 | -1758.91600 |
| 7 | -718.55638 |
| 8 | -4373.84668 |